The following is a quantum chemistry calculation of 2 unconnected molecules or ions with the total composition C2H9NO, from OMol25.

The geometry in XYZ format:
```
13
C2H9NO | OMol25 | ωB97M-V/def2-TZVPD
C 0.802 0.601 -0.031
O -4.271 -3.971 -0.312
H -4.915 -3.271 -0.110
C 2.267 2.438 -0.203
H 1.468 3.151 -0.417
H -0.067 1.247 -0.222
H 1.474 1.678 1.482
H 1.212 0.169 -0.963
H 0.407 -0.229 0.571
H 2.777 1.998 -1.054
H -3.465 -3.503 -0.006
N 1.945 1.294 0.631
H 3.006 3.108 0.267
```

The max |F| comes out at 2.7 eV/Å. The HOMO-LUMO gap (spin up / spin down) comes out at 2.279 / 9.986 eV. As for the spin multiplicity: 2. Its expectation value of S² is 0.75. The energy relative to the best compared isomer or geometry (same formula, charge and spin) comes out at 0.305 eV. Its LUMO energy (spin up / spin down) is 3.525 / 3.437 eV. As for the total charge: -1. The HOMO energy (spin up / spin down) is 1.246 / -6.549 eV. The calculation puts the energy at -211.51297 Ha.

The following is a quantum chemistry calculation of a molecular structure, C12H16Br2NO3Pd, from OMol25.

The geometry in XYZ format:
```
35
C12H16Br2NO3Pd | OMol25 | ωB97M-V/def2-TZVPD
C 4.364 -1.091 -1.387
H -1.752 4.533 0.272
C -2.578 -2.612 1.608
H -4.010 1.614 -1.526
Br -2.813 -3.028 -0.221
C 3.174 -2.909 0.358
H 5.088 -3.862 0.431
C 1.025 -1.694 0.172
C -2.104 4.077 -0.651
H -4.480 1.981 0.135
C 3.029 -0.944 -1.054
C 5.098 -2.147 -0.861
C -3.972 2.372 -0.744
H -4.485 3.263 -1.087
H 2.701 -3.603 1.040
H 4.830 -0.376 -2.052
H 6.139 -2.261 -1.134
H -0.172 1.646 1.399
C 4.507 -3.051 0.013
C -0.377 2.024 0.400
C 2.438 -1.857 -0.182
O 0.459 -2.427 1.061
H 2.446 -0.131 -1.463
H -3.488 -2.272 2.083
H -2.022 -3.376 2.137
C -1.810 1.755 0.068
Pd -1.333 -1.163 0.959
O -2.332 0.610 0.221
H -1.307 4.102 -1.392
H 0.239 1.467 -0.304
H -0.104 3.072 0.355
O 0.306 -0.807 -0.379
N -2.581 2.709 -0.420
Br -1.196 -0.291 3.172
H -2.928 4.675 -1.024
```

The max |F| comes out at 2.3 eV/Å. The HOMO-LUMO gap comes out at 5.829 eV. The energy relative to the best compared isomer or geometry (same formula, charge and spin) comes out at 1.564 eV. Its LUMO energy is -6.499 eV. As for the total charge: +1. The HOMO energy is -12.327 eV. The calculation puts the energy at -6022.97648 Ha.

The following is a quantum chemistry calculation of a molecular structure, C30H26CoN10O6S2Se, from OMol25.

The geometry in XYZ format:
```
76
C30H26CoN10O6S2Se | OMol25 | ωB97M-V/def2-TZVPD
N -1.482 -4.956 -2.974
C -0.923 -4.548 -1.761
C 1.060 -0.517 -2.876
C 3.787 -0.725 -3.593
Se -3.071 -1.939 0.363
O 3.165 4.108 1.540
N -1.187 4.992 6.359
H 1.009 -5.511 0.657
H 3.098 -0.357 -5.596
O -2.656 -3.219 -0.763
N -0.346 -2.623 -0.404
H -4.457 -1.166 -5.526
H -1.764 4.268 6.753
H -0.532 -0.992 4.687
H 1.949 -1.341 4.888
C -0.792 2.429 -1.065
H -2.660 0.574 -2.055
H -0.262 2.513 6.139
H -1.485 -0.565 2.446
C 0.143 3.197 5.399
C 0.110 -0.968 3.817
C -0.289 4.525 5.380
H 1.541 5.602 2.723
S 0.658 4.190 0.010
C 2.812 -0.472 -4.556
C 1.060 2.748 4.467
C -3.591 -1.016 -4.893
C -2.390 -1.655 -5.167
N 2.383 -0.919 0.402
H -1.514 1.905 -1.665
C 2.276 -1.115 2.795
H -0.999 -5.727 -3.405
H -1.777 -4.219 -3.593
N 1.717 2.016 1.396
C 1.494 -1.165 3.919
H -1.342 -2.523 -2.193
O -2.754 -2.465 1.851
Co -0.198 -0.603 -0.390
C 1.472 -0.365 -4.211
H 3.353 -1.202 2.826
H 4.826 -0.833 -3.883
C 1.143 4.940 3.481
H 4.146 -0.985 -1.474
N 1.598 -0.709 -0.621
H -0.369 -2.009 -4.561
H -0.115 6.423 4.399
C -0.426 -0.729 2.573
C -1.281 -1.463 -4.356
C -0.614 3.759 -1.076
O 3.606 2.140 2.952
C 3.421 -0.824 -2.262
O -4.633 -1.674 0.091
O -2.177 -0.628 -0.092
H 0.744 -0.146 -4.978
H -4.606 0.264 -3.502
N -0.226 -0.444 -2.377
H 0.963 -3.101 1.157
C 0.429 -4.821 0.059
H -2.318 -2.331 -6.014
C 2.081 -0.693 -1.908
C -2.560 -0.011 -2.952
C 1.560 3.619 3.505
C -1.323 -0.610 -3.234
C 1.665 -0.907 1.549
C -3.666 -0.209 -3.765
N -0.162 -5.334 -1.101
C 0.378 -3.503 0.339
C -1.280 -3.158 -1.321
C 0.224 5.392 4.419
H 1.397 1.719 4.458
H -1.131 4.499 -1.669
S 2.646 2.961 2.258
H -1.733 5.785 6.064
N 0.315 -0.730 1.464
C 0.855 2.462 0.466
N 0.012 1.695 -0.218
```

The max |F| comes out at 1.1 eV/Å. The HOMO-LUMO gap (spin up / spin down) comes out at 5.387 / 5.991 eV. As for the spin multiplicity: 2. Its expectation value of S² is 0.80. The energy relative to the best compared isomer or geometry (same formula, charge and spin) comes out at 0.416 eV. Its LUMO energy (spin up / spin down) is 4.113 / 4.112 eV. As for the total charge: -2. The HOMO energy (spin up / spin down) is -1.273 / -1.878 eV. The calculation puts the energy at -6738.42245 Ha.

The following is a quantum chemistry calculation of a single C6H12O molecule, from OMol25.

The geometry in XYZ format:
```
19
C6H12O | OMol25 | ωB97M-V/def2-TZVPD
C 2.990 0.610 0.688
H -1.201 0.094 -1.924
H 3.826 0.176 1.229
H 2.210 -1.425 0.113
O -2.689 0.567 1.054
C 0.630 -0.122 0.236
H -2.344 -1.076 -1.257
H 3.313 0.900 -0.316
H 0.086 -1.822 -0.917
H 2.568 1.473 1.196
C -1.518 -0.400 -1.012
H 0.527 0.963 0.261
H -1.504 1.592 -0.336
H -2.279 -0.277 1.300
C -2.240 0.781 -0.296
H -0.773 -1.623 0.635
H -3.119 1.129 -0.841
C -0.405 -1.110 -0.256
C 1.923 -0.429 0.442
```

The max |F| comes out at 2.3 eV/Å. The HOMO-LUMO gap comes out at 10.222 eV. The energy relative to the best compared isomer or geometry (same formula, charge and spin) comes out at 1.635 eV. Its LUMO energy is 1.013 eV. As for the total charge: 0. The HOMO energy is -9.209 eV. The calculation puts the energy at -310.99919 Ha.